92
Properties=species:S:1:pos:R:3 method="wB97M-V/def2-TZVPD" e_above_lowest_kcal_mol=7.75 lumo_energy_ha=-0.2200 charge=+2 homo_lumo_gap_ev=6.6622
Ir 1.249 -0.005 0.117
Cl 4.181 -5.654 2.561
C 3.889 -4.032 2.040
C 4.881 -3.097 2.109
C 4.669 -1.765 1.691
I 6.223 -0.393 1.725
C 3.445 -1.362 1.224
O 3.165 -0.134 0.799
C 2.428 -2.338 1.144
N 1.234 -1.922 0.602
C 0.248 -2.775 0.425
C 0.370 -4.119 0.788
C 1.540 -4.570 1.336
C 2.617 -3.681 1.529
H 5.853 -3.386 2.485
H -0.652 -2.399 -0.033
H -0.463 -4.784 0.616
H 1.657 -5.609 1.610
C 0.074 3.263 1.066
C -1.192 3.992 0.635
C -2.089 3.016 -0.129
C -1.293 2.122 -1.118
C 0.052 2.762 -1.433
C 0.899 2.875 -0.167
P -1.011 0.325 -0.707
C -1.469 -0.635 -2.261
C -0.305 -1.249 -3.038
C 0.306 -0.329 -4.088
C -0.750 0.135 -5.079
C -1.846 0.887 -4.338
C -2.472 0.039 -3.228
C -2.412 -0.255 0.373
C -3.801 0.088 -0.229
C -4.903 0.050 0.837
C -4.659 -1.090 1.816
C -3.371 -0.842 2.618
C -2.379 0.064 1.870
H -0.235 2.367 1.604
H 0.681 3.856 1.751
H -0.940 4.856 0.017
H -1.722 4.383 1.503
H -2.831 3.573 -0.704
H -2.651 2.415 0.581
H -1.872 2.064 -2.035
H -0.115 3.761 -1.841
H 0.572 2.203 -2.213
H 1.730 3.567 -0.315
H 1.456 1.903 0.046
H -2.001 -1.475 -1.799
H -0.690 -2.136 -3.552
H 0.450 -1.611 -2.347
H 1.115 -0.857 -4.600
H 0.751 0.551 -3.609
H -1.179 -0.735 -5.587
H -0.311 0.767 -5.852
H -2.637 1.186 -5.027
H -1.422 1.816 -3.940
H -3.024 -0.776 -3.706
H -3.220 0.620 -2.692
H -2.297 -1.343 0.312
H -4.039 -0.634 -1.012
H -3.794 1.070 -0.702
H -5.868 -0.063 0.344
H -4.943 1.000 1.377
H -4.587 -2.028 1.257
H -5.505 -1.205 2.493
H -2.888 -1.796 2.849
H -3.614 -0.378 3.576
H -1.384 -0.102 2.263
H -2.626 1.112 2.048
C 0.823 -0.252 5.420
N 0.440 0.751 4.415
C -0.210 1.989 4.864
C 0.658 0.535 3.158
N 0.871 0.332 2.042
H 1.509 0.201 6.134
H 1.316 -1.088 4.930
H -0.068 -0.604 5.937
H 0.452 2.513 5.552
H -1.145 1.747 5.368
H -0.413 2.626 4.007
S 2.606 -2.770 -1.931
C 3.050 -1.214 -2.186
N 4.182 -1.004 -2.968
C 4.748 0.171 -3.232
C 4.160 1.302 -2.745
C 3.001 1.115 -2.003
N 2.437 -0.052 -1.715
H 4.597 -1.860 -3.319
H 5.650 0.157 -3.829
H 4.564 2.285 -2.922
H 2.500 1.991 -1.633

94
Properties=species:S:1:pos:R:3 method="wB97M-V/def2-TZVPD" lumo_energy_ha="-0.2053 / -0.2046" charge=+2 spin_multiplicity=4 homo_lumo_gap_ev="7.1819 / 7.3982"
Cr 0.428 -0.317 0.435
N -0.376 5.865 1.200
C 0.584 4.831 0.708
C -0.061 3.429 0.829
N 0.829 2.324 0.575
H -0.024 6.821 1.044
H -0.545 5.739 2.207
H -1.277 5.768 0.712
H 1.496 4.879 1.309
H 0.838 5.054 -0.331
H -0.897 3.356 0.128
H -0.456 3.304 1.842
H 1.583 2.289 1.254
H 1.237 2.365 -0.355
C -0.082 -0.164 4.317
C -0.973 0.478 3.302
C -1.679 1.638 3.561
C -2.566 2.165 2.609
C -3.443 3.316 2.996
C -2.598 1.665 1.320
C -1.776 0.573 0.968
C -1.092 -0.107 2.035
N -1.302 0.139 -0.213
C -1.790 0.343 -1.561
C -2.257 -1.037 -2.063
C -2.617 -0.966 -3.545
C -3.763 0.027 -3.733
C -3.315 1.404 -3.253
C -2.119 1.858 -4.088
C -0.967 0.877 -3.883
C -1.397 -0.512 -4.348
C -0.598 0.835 -2.400
C -2.941 1.340 -1.767
H 0.014 0.456 5.203
H 0.909 -0.312 3.886
H -0.467 -1.137 4.619
H -1.616 2.105 4.532
H -2.906 4.046 3.603
H -4.268 2.943 3.600
H -3.870 3.800 2.122
H -3.274 2.111 0.613
H -0.968 -1.187 1.944
H -3.125 -1.341 -1.475
H -1.463 -1.761 -1.880
H -2.932 -1.955 -3.889
H -4.637 -0.299 -3.168
H -4.046 0.082 -4.785
H -4.136 2.119 -3.373
H -1.814 2.869 -3.807
H -2.400 1.882 -5.141
H -0.096 1.204 -4.458
H -0.574 -1.219 -4.222
H -1.644 -0.479 -5.409
H -0.331 1.843 -2.067
H 0.265 0.185 -2.239
H -3.816 1.023 -1.199
H -2.640 2.337 -1.436
C -3.084 -3.896 2.185
S -2.540 -3.524 0.473
C -2.120 -5.256 0.031
O -1.244 -2.807 0.652
H -2.277 -4.358 2.744
H -3.945 -4.549 2.142
H -3.361 -2.950 2.639
H -3.059 -5.771 -0.143
H -1.572 -5.739 0.832
H -1.526 -5.258 -0.877
I 2.497 -5.185 2.951
C 2.062 -4.127 1.185
C 2.318 -4.663 -0.070
C 1.921 -3.929 -1.178
C 1.320 -2.697 -0.994
N 1.127 -2.165 0.212
C 1.475 -2.876 1.280
H 2.800 -5.622 -0.180
H 2.079 -4.315 -2.172
H 0.977 -2.108 -1.832
H 1.284 -2.434 2.248
O 2.321 0.158 -0.599
C 2.915 0.005 0.504
O 2.222 -0.104 1.549
C 4.390 -0.078 0.585
C 5.042 0.104 1.807
C 6.418 -0.017 1.889
C 7.152 -0.326 0.756
C 6.492 -0.524 -0.451
C 5.117 -0.398 -0.556
N 7.254 -0.892 -1.636
O 6.616 -1.207 -2.613
O 8.456 -0.861 -1.553
H 4.453 0.344 2.679
H 6.924 0.122 2.832
H 8.225 -0.432 0.794
H 4.617 -0.556 -1.501

98
Properties=species:S:1:pos:R:3 method="wB97M-V/def2-TZVPD" lumo_energy_ha=-0.0535 charge=0 homo_lumo_gap_ev=6.3050
C 2.884 1.145 3.007
P 4.699 0.574 3.059
O 4.882 -0.616 4.266
C 4.997 -0.126 1.339
C 6.201 0.395 0.593
P 7.437 1.636 1.291
O 6.684 2.866 2.150
O 8.416 2.270 0.065
C 6.499 -0.069 -0.802
C 5.625 -1.059 -1.431
F 5.916 -1.479 -2.704
C 4.487 -1.583 -0.673
C 4.119 -1.143 0.704
C 2.861 -1.797 1.405
O 2.926 -1.966 2.600
C 1.683 -2.212 0.481
C 0.251 -2.230 0.906
P -0.128 -1.660 2.646
N -0.134 -0.053 2.603
C -0.791 -2.696 -0.089
Si -2.620 -2.776 0.473
C -3.883 -3.208 -0.879
C -2.710 -4.218 1.761
C -3.243 -1.201 1.360
C -0.351 -3.076 -1.464
N -1.295 -3.541 -2.501
C -1.725 -2.559 -3.148
O -1.988 -1.832 -4.010
C 1.086 -3.060 -1.899
C 1.444 -3.479 -3.382
C 1.607 -5.081 -3.342
C 2.837 -5.584 -4.222
O 3.835 -6.265 -3.470
C 2.074 -2.646 -0.897
C 3.570 -2.668 -1.318
O 4.079 -3.475 -2.070
H 2.728 1.477 1.933
H 2.809 2.078 3.627
H 2.156 0.343 3.286
H 5.592 -1.241 4.038
H 5.761 3.011 1.863
H 8.044 3.122 -0.260
H 7.376 0.348 -1.352
H 0.813 -2.168 3.608
H -1.411 -2.050 3.116
H 0.081 0.230 1.642
H -3.534 -4.172 -1.366
H -4.065 -2.400 -1.639
H -4.848 -3.482 -0.353
H -2.008 -5.011 1.347
H -3.729 -4.688 1.779
H -2.316 -3.924 2.767
H -2.620 -0.322 1.049
H -4.302 -1.028 0.997
H -3.317 -1.347 2.469
H 0.592 -3.263 -4.076
H 2.408 -2.986 -3.699
H 1.870 -5.330 -2.265
H 0.644 -5.615 -3.561
H 2.424 -6.198 -5.065
H 3.302 -4.662 -4.694
H 3.863 -5.954 -2.550
C -8.238 0.413 0.670
C -8.153 1.853 1.159
C -6.788 2.494 0.891
C -5.719 1.733 1.594
N -4.895 1.142 2.138
H -7.524 -0.232 1.188
H -9.234 0.008 0.854
H -8.042 0.352 -0.402
H -8.368 1.877 2.231
H -8.927 2.444 0.663
H -6.780 3.526 1.246
H -6.573 2.502 -0.180
C -9.411 3.024 -4.434
C -8.185 2.304 -3.883
C -8.470 0.850 -3.500
C -9.515 0.796 -2.442
N -10.321 0.755 -1.623
H -10.209 3.086 -3.691
H -9.154 4.046 -4.720
H -9.802 2.512 -5.317
H -7.814 2.851 -3.011
H -7.392 2.325 -4.635
H -7.561 0.374 -3.125
H -8.813 0.284 -4.369
C 8.434 5.410 3.811
C 8.724 6.757 3.158
C 7.461 7.596 2.948
C 6.513 6.871 2.057
N 5.783 6.311 1.367
H 7.790 4.790 3.185
H 9.362 4.857 3.967
H 7.948 5.541 4.782
H 9.219 6.588 2.198
H 9.423 7.315 3.786
H 7.716 8.554 2.491
H 6.970 7.796 3.903

89
Properties=species:S:1:pos:R:3 method="wB97M-V/def2-TZVPD" e_above_lowest_kcal_mol=0.00 lumo_energy_ha="-0.2180 / -0.2202" charge=+2 spin_multiplicity=3 homo_lumo_gap_ev="7.1094 / 7.8151"
W 0.326 -0.929 0.326
C -2.556 -2.711 -1.532
Si -2.872 -2.025 0.174
C -4.590 -1.345 0.363
C -2.472 -3.331 1.446
N -1.628 -0.735 0.437
P -1.590 0.916 0.756
C 0.103 1.171 0.566
P 1.080 1.371 -0.847
N 1.104 -0.236 -1.343
Si 1.870 -1.187 -2.670
C 2.329 -2.775 -1.781
C 3.314 -0.267 -3.376
C 0.602 -1.507 -3.985
C 0.637 2.379 -2.258
C 1.375 3.492 -2.660
C 1.017 4.179 -3.809
C -0.068 3.759 -4.565
C -0.798 2.642 -4.178
C -0.443 1.953 -3.034
C 2.707 1.866 -0.258
C 2.877 3.151 0.261
C 4.090 3.526 0.808
C 5.145 2.621 0.854
C 4.977 1.338 0.358
C 3.759 0.962 -0.193
C -2.797 1.751 -0.265
C -3.185 1.194 -1.484
C -4.122 1.837 -2.274
C -4.671 3.041 -1.853
C -4.290 3.600 -0.642
C -3.359 2.955 0.157
C -1.992 1.219 2.479
C -2.854 0.379 3.180
C -3.146 0.632 4.511
C -2.582 1.730 5.145
C -1.718 2.569 4.453
C -1.416 2.311 3.125
H -2.919 -3.737 -1.609
H -1.486 -2.734 -1.764
H -3.048 -2.132 -2.314
H -5.267 -2.164 0.612
H -4.939 -0.899 -0.568
H -4.690 -0.592 1.143
H -3.003 -4.261 1.248
H -2.726 -3.017 2.460
H -1.400 -3.570 1.428
H 3.234 -2.668 -1.179
H 2.489 -3.607 -2.468
H 1.518 -3.115 -1.111
H 4.097 -0.022 -2.660
H 2.974 0.661 -3.841
H 3.762 -0.874 -4.166
H -0.331 -1.905 -3.582
H 0.985 -2.233 -4.703
H 0.372 -0.594 -4.537
H 2.236 3.823 -2.098
H 1.592 5.040 -4.117
H -0.341 4.299 -5.461
H -1.637 2.308 -4.773
H -1.001 1.065 -2.753
H 2.057 3.860 0.256
H 4.218 4.525 1.200
H 6.095 2.921 1.275
H 5.797 0.633 0.386
H 3.647 -0.044 -0.586
H -2.766 0.250 -1.813
H -4.430 1.399 -3.213
H -5.405 3.542 -2.468
H -4.725 4.533 -0.312
H -3.082 3.387 1.110
H -3.292 -0.487 2.700
H -3.812 -0.026 5.053
H -2.812 1.931 6.182
H -1.274 3.418 4.952
H -0.714 2.947 2.598
C 2.922 -0.765 2.873
P 1.482 -1.751 2.405
C 1.996 -3.483 2.489
C 0.269 -1.495 3.728
H 3.218 -1.035 3.889
H 2.673 0.295 2.831
H 3.753 -0.958 2.198
H 2.287 -3.722 3.513
H 2.848 -3.650 1.831
H 1.186 -4.147 2.189
H 0.715 -1.811 4.674
H -0.635 -2.076 3.547
H 0.006 -0.438 3.785

What did the first record say?
92
Properties=species:S:1:pos:R:3 method="wB97M-V/def2-TZVPD" e_above_lowest_kcal_mol=7.75 lumo_energy_ha=-0.2200 charge=+2 homo_lumo_gap_ev=6.6622
Ir 1.249 -0.005 0.117
Cl 4.181 -5.654 2.561
C 3.889 -4.032 2.040
C 4.881 -3.097 2.109
C 4.669 -1.765 1.691
I 6.223 -0.393 1.725
C 3.445 -1.362 1.224
O 3.165 -0.134 0.799
C 2.428 -2.338 1.144
N 1.234 -1.922 0.602
C 0.248 -2.775 0.425
C 0.370 -4.119 0.788
C 1.540 -4.570 1.336
C 2.617 -3.681 1.529
H 5.853 -3.386 2.485
H -0.652 -2.399 -0.033
H -0.463 -4.784 0.616
H 1.657 -5.609 1.610
C 0.074 3.263 1.066
C -1.192 3.992 0.635
C -2.089 3.016 -0.129
C -1.293 2.122 -1.118
C 0.052 2.762 -1.433
C 0.899 2.875 -0.167
P -1.011 0.325 -0.707
C -1.469 -0.635 -2.261
C -0.305 -1.249 -3.038
C 0.306 -0.329 -4.088
C -0.750 0.135 -5.079
C -1.846 0.887 -4.338
C -2.472 0.039 -3.228
C -2.412 -0.255 0.373
C -3.801 0.088 -0.229
C -4.903 0.050 0.837
C -4.659 -1.090 1.816
C -3.371 -0.842 2.618
C -2.379 0.064 1.870
H -0.235 2.367 1.604
H 0.681 3.856 1.751
H -0.940 4.856 0.017
H -1.722 4.383 1.503
H -2.831 3.573 -0.704
H -2.651 2.415 0.581
H -1.872 2.064 -2.035
H -0.115 3.761 -1.841
H 0.572 2.203 -2.213
H 1.730 3.567 -0.315
H 1.456 1.903 0.046
H -2.001 -1.475 -1.799
H -0.690 -2.136 -3.552
H 0.450 -1.611 -2.347
H 1.115 -0.857 -4.600
H 0.751 0.551 -3.609
H -1.179 -0.735 -5.587
H -0.311 0.767 -5.852
H -2.637 1.186 -5.027
H -1.422 1.816 -3.940
H -3.024 -0.776 -3.706
H -3.220 0.620 -2.692
H -2.297 -1.343 0.312
H -4.039 -0.634 -1.012
H -3.794 1.070 -0.702
H -5.868 -0.063 0.344
H -4.943 1.000 1.377
H -4.587 -2.028 1.257
H -5.505 -1.205 2.493
H -2.888 -1.796 2.849
H -3.614 -0.378 3.576
H -1.384 -0.102 2.263
H -2.626 1.112 2.048
C 0.823 -0.252 5.420
N 0.440 0.751 4.415
C -0.210 1.989 4.864
C 0.658 0.535 3.158
N 0.871 0.332 2.042
H 1.509 0.201 6.134
H 1.316 -1.088 4.930
H -0.068 -0.604 5.937
H 0.452 2.513 5.552
H -1.145 1.747 5.368
H -0.413 2.626 4.007
S 2.606 -2.770 -1.931
C 3.050 -1.214 -2.186
N 4.182 -1.004 -2.968
C 4.748 0.171 -3.232
C 4.160 1.302 -2.745
C 3.001 1.115 -2.003
N 2.437 -0.052 -1.715
H 4.597 -1.860 -3.319
H 5.650 0.157 -3.829
H 4.564 2.285 -2.922
H 2.500 1.991 -1.633

What did the fourth record say?
89
Properties=species:S:1:pos:R:3 method="wB97M-V/def2-TZVPD" e_above_lowest_kcal_mol=0.00 lumo_energy_ha="-0.2180 / -0.2202" charge=+2 spin_multiplicity=3 homo_lumo_gap_ev="7.1094 / 7.8151"
W 0.326 -0.929 0.326
C -2.556 -2.711 -1.532
Si -2.872 -2.025 0.174
C -4.590 -1.345 0.363
C -2.472 -3.331 1.446
N -1.628 -0.735 0.437
P -1.590 0.916 0.756
C 0.103 1.171 0.566
P 1.080 1.371 -0.847
N 1.104 -0.236 -1.343
Si 1.870 -1.187 -2.670
C 2.329 -2.775 -1.781
C 3.314 -0.267 -3.376
C 0.602 -1.507 -3.985
C 0.637 2.379 -2.258
C 1.375 3.492 -2.660
C 1.017 4.179 -3.809
C -0.068 3.759 -4.565
C -0.798 2.642 -4.178
C -0.443 1.953 -3.034
C 2.707 1.866 -0.258
C 2.877 3.151 0.261
C 4.090 3.526 0.808
C 5.145 2.621 0.854
C 4.977 1.338 0.358
C 3.759 0.962 -0.193
C -2.797 1.751 -0.265
C -3.185 1.194 -1.484
C -4.122 1.837 -2.274
C -4.671 3.041 -1.853
C -4.290 3.600 -0.642
C -3.359 2.955 0.157
C -1.992 1.219 2.479
C -2.854 0.379 3.180
C -3.146 0.632 4.511
C -2.582 1.730 5.145
C -1.718 2.569 4.453
C -1.416 2.311 3.125
H -2.919 -3.737 -1.609
H -1.486 -2.734 -1.764
H -3.048 -2.132 -2.314
H -5.267 -2.164 0.612
H -4.939 -0.899 -0.568
H -4.690 -0.592 1.143
H -3.003 -4.261 1.248
H -2.726 -3.017 2.460
H -1.400 -3.570 1.428
H 3.234 -2.668 -1.179
H 2.489 -3.607 -2.468
H 1.518 -3.115 -1.111
H 4.097 -0.022 -2.660
H 2.974 0.661 -3.841
H 3.762 -0.874 -4.166
H -0.331 -1.905 -3.582
H 0.985 -2.233 -4.703
H 0.372 -0.594 -4.537
H 2.236 3.823 -2.098
H 1.592 5.040 -4.117
H -0.341 4.299 -5.461
H -1.637 2.308 -4.773
H -1.001 1.065 -2.753
H 2.057 3.860 0.256
H 4.218 4.525 1.200
H 6.095 2.921 1.275
H 5.797 0.633 0.386
H 3.647 -0.044 -0.586
H -2.766 0.250 -1.813
H -4.430 1.399 -3.213
H -5.405 3.542 -2.468
H -4.725 4.533 -0.312
H -3.082 3.387 1.110
H -3.292 -0.487 2.700
H -3.812 -0.026 5.053
H -2.812 1.931 6.182
H -1.274 3.418 4.952
H -0.714 2.947 2.598
C 2.922 -0.765 2.873
P 1.482 -1.751 2.405
C 1.996 -3.483 2.489
C 0.269 -1.495 3.728
H 3.218 -1.035 3.889
H 2.673 0.295 2.831
H 3.753 -0.958 2.198
H 2.287 -3.722 3.513
H 2.848 -3.650 1.831
H 1.186 -4.147 2.189
H 0.715 -1.811 4.674
H -0.635 -2.076 3.547
H 0.006 -0.438 3.785

Repeat the second record exactly.
94
Properties=species:S:1:pos:R:3 method="wB97M-V/def2-TZVPD" lumo_energy_ha="-0.2053 / -0.2046" charge=+2 spin_multiplicity=4 homo_lumo_gap_ev="7.1819 / 7.3982"
Cr 0.428 -0.317 0.435
N -0.376 5.865 1.200
C 0.584 4.831 0.708
C -0.061 3.429 0.829
N 0.829 2.324 0.575
H -0.024 6.821 1.044
H -0.545 5.739 2.207
H -1.277 5.768 0.712
H 1.496 4.879 1.309
H 0.838 5.054 -0.331
H -0.897 3.356 0.128
H -0.456 3.304 1.842
H 1.583 2.289 1.254
H 1.237 2.365 -0.355
C -0.082 -0.164 4.317
C -0.973 0.478 3.302
C -1.679 1.638 3.561
C -2.566 2.165 2.609
C -3.443 3.316 2.996
C -2.598 1.665 1.320
C -1.776 0.573 0.968
C -1.092 -0.107 2.035
N -1.302 0.139 -0.213
C -1.790 0.343 -1.561
C -2.257 -1.037 -2.063
C -2.617 -0.966 -3.545
C -3.763 0.027 -3.733
C -3.315 1.404 -3.253
C -2.119 1.858 -4.088
C -0.967 0.877 -3.883
C -1.397 -0.512 -4.348
C -0.598 0.835 -2.400
C -2.941 1.340 -1.767
H 0.014 0.456 5.203
H 0.909 -0.312 3.886
H -0.467 -1.137 4.619
H -1.616 2.105 4.532
H -2.906 4.046 3.603
H -4.268 2.943 3.600
H -3.870 3.800 2.122
H -3.274 2.111 0.613
H -0.968 -1.187 1.944
H -3.125 -1.341 -1.475
H -1.463 -1.761 -1.880
H -2.932 -1.955 -3.889
H -4.637 -0.299 -3.168
H -4.046 0.082 -4.785
H -4.136 2.119 -3.373
H -1.814 2.869 -3.807
H -2.400 1.882 -5.141
H -0.096 1.204 -4.458
H -0.574 -1.219 -4.222
H -1.644 -0.479 -5.409
H -0.331 1.843 -2.067
H 0.265 0.185 -2.239
H -3.816 1.023 -1.199
H -2.640 2.337 -1.436
C -3.084 -3.896 2.185
S -2.540 -3.524 0.473
C -2.120 -5.256 0.031
O -1.244 -2.807 0.652
H -2.277 -4.358 2.744
H -3.945 -4.549 2.142
H -3.361 -2.950 2.639
H -3.059 -5.771 -0.143
H -1.572 -5.739 0.832
H -1.526 -5.258 -0.877
I 2.497 -5.185 2.951
C 2.062 -4.127 1.185
C 2.318 -4.663 -0.070
C 1.921 -3.929 -1.178
C 1.320 -2.697 -0.994
N 1.127 -2.165 0.212
C 1.475 -2.876 1.280
H 2.800 -5.622 -0.180
H 2.079 -4.315 -2.172
H 0.977 -2.108 -1.832
H 1.284 -2.434 2.248
O 2.321 0.158 -0.599
C 2.915 0.005 0.504
O 2.222 -0.104 1.549
C 4.390 -0.078 0.585
C 5.042 0.104 1.807
C 6.418 -0.017 1.889
C 7.152 -0.326 0.756
C 6.492 -0.524 -0.451
C 5.117 -0.398 -0.556
N 7.254 -0.892 -1.636
O 6.616 -1.207 -2.613
O 8.456 -0.861 -1.553
H 4.453 0.344 2.679
H 6.924 0.122 2.832
H 8.225 -0.432 0.794
H 4.617 -0.556 -1.501